Entry 1:
A 8-piece molecular cluster, C57H56F2N8O15Si overall, computed with ωB97M-V with the def2-TZVPD basis set.

Structure (XYZ):
```
139
C57H56F2N8O15Si | the Open Molecules 2025 dataset | ωB97M-V with the def2-TZVPD basis set
C -2.3253 1.2384 3.8787
Si -0.7091 0.6551 3.0519
C -1.1729 0.2881 1.2558
C -0.1492 -0.8616 4.0466
C 1.1036 -1.6183 3.5375
C 0.9822 -2.2161 2.1401
F -0.2722 -2.6385 1.8575
F 1.4776 -1.3357 1.2035
C 1.8850 -3.4646 2.0611
C 1.7755 -4.2551 0.7483
C 2.9866 -3.6762 -0.0362
N 3.9924 -3.3565 0.9872
C 3.3855 -3.1992 2.2391
O 3.9444 -2.9189 3.2842
C 0.4730 2.1253 3.1669
C 1.8076 2.0545 3.5183
C 2.5294 3.2177 3.5923
C 1.9800 4.4371 3.3328
C 0.6590 4.5167 2.9478
C -0.0690 3.3588 2.8731
H -2.9594 0.3989 4.1655
H -2.8247 1.9585 3.2286
H -2.0150 1.7808 4.7789
H -1.7185 -0.6482 1.1302
H -0.3311 0.3842 0.5690
H -1.8711 1.0859 0.9702
H -0.9918 -1.5593 4.0514
H 0.0575 -0.5422 5.0726
H 1.2407 -2.4768 4.2004
H 2.0261 -1.0490 3.6339
H 1.4247 -4.1494 2.7810
H 2.0225 -5.3132 0.8372
H 0.8989 -4.0750 0.1297
H 2.6862 -2.7337 -0.5128
H 3.3935 -4.3116 -0.8230
H 4.4635 -2.4831 0.7617
H 2.2677 1.1024 3.7495
H 3.5776 3.1877 3.8777
H 2.5551 5.3511 3.4203
H 0.1512 5.4422 2.7039
H -1.1098 3.4227 2.5700
O -0.7827 -1.4083 -5.8018
N 0.1133 -0.5879 -5.7119
O 0.5895 0.0141 -6.6498
C 0.6530 -0.3147 -4.3737
C 0.1532 -1.0144 -3.2894
C 0.6796 -0.7706 -2.0313
C 1.6911 0.1677 -1.8705
C 2.1753 0.8687 -2.9671
C 1.6557 0.6277 -4.2290
H -0.6339 -1.7440 -3.4138
H 0.3041 -1.3130 -1.1735
H 2.1042 0.3524 -0.8860
H 2.9612 1.6005 -2.8381
H 2.0348 1.1710 -5.0823
O -1.3432 4.8295 -0.7120
N -1.0575 5.8702 -0.1578
O -1.5379 6.2452 0.8947
C -0.0633 6.7381 -0.8034
C 0.4765 6.3565 -2.0184
C 1.3975 7.1875 -2.6356
C 1.7699 8.3819 -2.0333
C 1.2259 8.7462 -0.8087
C 0.3022 7.9213 -0.1871
H 0.1872 5.4274 -2.4875
H 1.8233 6.9050 -3.5888
H 2.4856 9.0317 -2.5204
H 1.5192 9.6756 -0.3399
H -0.1230 8.2068 0.7640
O 6.5247 0.6388 0.1494
N 6.2271 -0.1452 1.0239
O 5.0955 -0.5595 1.2193
C 7.2895 -0.6251 1.9137
C 8.5774 -0.1451 1.7451
C 9.5732 -0.5823 2.6023
C 9.2748 -1.4922 3.6091
C 7.9801 -1.9716 3.7588
C 6.9757 -1.5377 2.9080
H 8.8101 0.5626 0.9626
H 10.5827 -0.2109 2.4888
H 10.0540 -1.8259 4.2817
H 7.7517 -2.6808 4.5427
H 5.9667 -1.9113 3.0297
O -5.5714 -6.2898 -9.3046
N -4.4886 -6.1615 -8.7676
O -3.6772 -7.0560 -8.6331
C -4.1389 -4.8348 -8.2407
C -5.0555 -3.8031 -8.3454
C -4.7317 -2.5582 -7.8272
C -3.4997 -2.3598 -7.2166
C -2.5864 -3.4014 -7.1268
C -2.9053 -4.6488 -7.6415
H -6.0136 -3.9580 -8.8203
H -5.4375 -1.7438 -7.8952
H -3.2495 -1.3892 -6.8078
H -1.6312 -3.2415 -6.6553
H -2.1957 -5.4600 -7.5692
O -6.3350 1.4549 -5.6560
N -6.6879 0.3687 -6.0633
O -6.3942 -0.0868 -7.1537
C -7.5273 -0.4543 -5.1830
C -7.9079 0.0486 -3.9512
C -8.7167 -0.7210 -3.1303
C -9.1309 -1.9793 -3.5459
C -8.7329 -2.4742 -4.7811
C -7.9263 -1.7091 -5.6080
H -7.5857 1.0277 -3.6276
H -9.0283 -0.3408 -2.1697
H -9.7676 -2.5746 -2.9043
H -9.0547 -3.4559 -5.1014
H -7.6199 -2.0947 -6.5695
O -10.6630 -1.1464 -0.7740
N -10.8997 -1.9169 0.1391
O -12.0032 -2.3346 0.4157
C -9.7699 -2.3697 0.9638
C -8.5006 -1.8864 0.6988
C -7.4437 -2.2998 1.4931
C -7.6643 -3.1899 2.5357
C -8.9423 -3.6733 2.7831
C -10.0045 -3.2622 1.9944
H -8.3263 -1.1942 -0.1115
H -6.4474 -1.9254 1.3009
H -6.8376 -3.5072 3.1581
H -9.1114 -4.3687 3.5939
H -10.9989 -3.6365 2.1895
O 11.1912 0.6678 7.7101
N 10.1981 0.4812 7.0387
O 9.7676 -0.6113 6.7256
C 9.4607 1.6586 6.5580
C 9.9340 2.9230 6.8587
C 9.2472 4.0284 6.3828
C 8.0996 3.8590 5.6191
C 7.6322 2.5829 5.3336
C 8.3149 1.4728 5.8040
H 10.8266 3.0555 7.4525
H 9.6086 5.0232 6.6051
H 7.5683 4.7245 5.2443
H 6.7367 2.4527 4.7406
H 7.9522 0.4799 5.5782
```

As for the HOMO-LUMO gap: 8.59 eV. Its SMILES is C[Si](C)(CCC(F)(F)[C@H]1CCNC1=O)c1ccccc1.O=[N+]([O-])c1ccccc1.O=[N+]([O-])c1ccccc1.O=[N+]([O-])c1ccccc1.O=[N+]([O-])c1ccccc1.O=[N+]([O-])c1ccccc1.O=[N+]([O-])c1ccccc1.O=[N+]([O-])c1ccccc1.

---

Entry 2:
C57H56F3Li2N10O8 as an isolated structure, computed with ωB97M-V with the def2-TZVPD basis set.

Structure (XYZ):
```
136
C57H56F3Li2N10O8 | the Open Molecules 2025 dataset | ωB97M-V with the def2-TZVPD basis set
Li 0.9363 -1.1681 1.9418
Li -0.7299 -0.3898 4.4454
C -0.4459 1.1640 1.4910
O 0.0756 0.1339 0.6702
O -0.2929 0.7512 2.7849
C 0.1651 2.5559 1.2119
F 1.5037 2.5854 1.5270
F 0.0731 2.8227 -0.1180
F -0.4120 3.5347 1.9336
C -0.4006 -0.0030 -0.6723
C 0.3474 -1.1584 -1.3114
H 1.4354 -1.0568 -1.2137
H 0.1329 -2.1209 -0.8338
H 0.1760 -1.2137 -2.3842
H -0.1973 0.8892 -1.2634
H -1.4634 -0.2544 -0.6917
H -1.5265 1.2088 1.2937
C 0.8903 -2.1206 -6.7923
C -0.2240 -1.4048 -7.2243
C -1.0550 -0.7588 -6.3265
C -0.7009 -0.7469 -4.9802
C 0.3771 -1.4915 -4.5221
C 1.1431 -2.2031 -5.4319
N -1.5482 -0.0323 -4.0174
O -1.1763 0.0573 -2.8616
O -2.5775 0.4471 -4.4344
H 1.5296 -2.6941 -7.4486
H -0.4549 -1.3776 -8.2807
H -1.9297 -0.2746 -6.7329
H 0.6784 -1.5302 -3.4855
H 1.9566 -2.8340 -5.0972
C 2.2787 1.8218 -2.2767
C 3.0156 0.7603 -2.7736
C 3.0903 0.5751 -4.1392
C 2.3125 1.3561 -4.9689
C 1.4712 2.3524 -4.4928
C 1.5277 2.6149 -3.1153
N 2.2695 1.0368 -6.4024
O 3.0944 0.2752 -6.8718
O 1.3521 1.5135 -7.0537
H 2.3002 2.0018 -1.2070
H 3.6865 0.1714 -2.1581
H 3.7479 -0.1731 -4.5551
H 0.8391 2.9403 -5.1395
H 0.9405 3.3934 -2.6455
C -3.8763 -2.8638 2.3335
C -2.8482 -2.5862 1.4397
C -3.0906 -2.6884 0.0780
C -4.3591 -3.0053 -0.4036
C -5.3847 -3.3054 0.4732
C -5.1291 -3.2182 1.8449
N -4.5755 -2.8162 -1.8540
O -5.7332 -2.7068 -2.1943
O -3.5960 -2.8266 -2.5632
H -3.7580 -2.7088 3.3972
H -1.8640 -2.2768 1.7614
H -2.2726 -2.4368 -0.5821
H -6.3973 -3.5176 0.1645
H -5.9158 -3.3976 2.5644
N 4.0138 -2.6566 -3.1019
C 3.6119 -3.0625 -1.8905
C 4.4038 -3.0058 -0.7588
C 5.6929 -2.4781 -0.8671
C 6.0646 -1.9570 -2.0859
C 5.2060 -2.0526 -3.1706
H 2.5993 -3.4489 -1.9008
H 4.0143 -3.2806 0.2126
H 6.3930 -2.5235 -0.0455
H 7.0224 -1.4793 -2.2552
H 5.4717 -1.6118 -4.1227
N -0.9661 4.1516 6.1569
C -1.4959 3.7343 5.0171
C -2.7172 4.1998 4.5273
C -3.4115 5.1253 5.2647
C -2.9585 5.4774 6.5333
C -1.7082 5.0043 6.8929
H -1.0034 2.9394 4.4672
H -3.1810 3.8341 3.6199
H -4.4065 5.4602 4.9922
H -3.4848 6.1100 7.2324
H -1.2146 5.3385 7.7976
N -5.6433 1.2756 0.1449
C -5.2900 0.3656 -0.7707
C -4.0909 0.4329 -1.4635
C -3.2423 1.5284 -1.2716
C -3.6103 2.4221 -0.3014
C -4.8080 2.2823 0.3949
H -5.9665 -0.4605 -0.9502
H -3.7589 -0.2431 -2.2446
H -2.3599 1.6323 -1.8875
H -2.9744 3.2589 -0.0247
H -5.1483 3.1028 1.0150
N 0.0240 -5.7631 1.1148
C 0.2500 -5.1456 -0.0672
C -0.5518 -5.2959 -1.1841
C -1.6444 -6.1459 -1.0723
C -1.8774 -6.8510 0.0822
C -1.0134 -6.5903 1.1615
H 1.0054 -4.3683 -0.0981
H -0.3816 -4.7240 -2.0858
H -2.3732 -6.4492 -1.8200
H -2.7297 -7.4955 0.2343
H -1.1733 -7.0767 2.1168
N 5.7433 3.8477 0.6587
C 4.4763 4.0998 1.0543
C 4.1311 5.0510 1.9914
C 5.1181 5.8893 2.5025
C 6.4194 5.6538 2.1322
C 6.6620 4.6635 1.1748
H 3.7251 3.4350 0.6439
H 3.1229 5.1480 2.3705
H 4.8447 6.5780 3.2918
H 7.2496 6.2617 2.4638
H 7.7079 4.4955 0.9430
N 2.9369 -0.6435 1.6664
C 3.3216 0.2258 0.7213
C 4.6423 0.5302 0.4461
C 5.6168 0.0096 1.2442
C 5.2657 -0.8188 2.3010
C 3.9353 -1.1478 2.4274
H 2.5518 0.5863 0.0510
H 4.6712 1.2726 -0.3426
H 6.6526 0.2783 1.0702
H 6.0435 -1.1995 2.9466
H 3.6580 -1.8680 3.1912
N -2.8670 -0.1909 4.5522
C -3.5889 -0.5483 5.6297
C -4.9313 -0.1947 5.7761
C -5.5073 0.6290 4.8244
C -4.7769 0.9693 3.7070
C -3.5234 0.4100 3.5469
H -3.1120 -1.0814 6.4417
H -5.4979 -0.5746 6.6143
H -6.5131 0.9898 4.9972
H -5.2678 1.5019 2.9047
H -2.9099 0.6289 2.6831
```

As for the HOMO-LUMO gap: 7.83 eV. The net charge is +1.

---

Entry 3:
C57H60Br2NO4PScSe as an isolated structure, computed with ωB97M-V with the def2-TZVPD basis set.

Structure (XYZ):
```
127
C57H60Br2NO4PScSe | the Open Molecules 2025 dataset | ωB97M-V with the def2-TZVPD basis set
Sc 0.3371 -1.1925 0.2122
C 1.7264 2.4586 6.8987
C 2.2667 2.7838 5.5009
C 1.6537 4.1204 5.0592
C 3.7937 2.9119 5.5856
C 1.9486 1.6969 4.4799
C 2.2210 1.8870 3.1293
C 2.0025 0.8664 2.2257
Se 2.2954 1.1827 0.3330
C -0.7118 0.9374 0.1859
C -0.4083 2.4083 0.3239
C -1.4543 3.3173 -0.1735
C -2.5082 2.7983 -0.8427
C -2.7568 1.4051 -1.1154
C -1.8329 0.4912 -0.6883
O -1.7539 -0.8078 -0.8706
C -4.0424 0.9763 -1.8267
C -4.6041 -0.2792 -1.1442
C -5.1440 2.0421 -1.7649
C -3.7346 0.6698 -3.2952
C -1.3299 4.7833 0.2398
C -2.5719 5.6039 -0.1252
C -0.1049 5.4188 -0.4317
C -1.1540 4.8788 1.7664
C 1.5415 -0.4223 2.6079
O 1.4999 -1.3840 1.7354
C 1.1128 -0.5520 3.9523
C 1.3635 0.4883 4.8351
C 0.2387 -1.7004 4.4529
C 0.0223 -2.8188 3.4329
C 0.8273 -2.3263 5.7238
C -1.1443 -1.0984 4.7490
H 1.9534 3.2761 7.5808
H 2.1854 1.5563 7.2959
H 0.6468 2.3262 6.8768
H 1.8465 4.8934 5.8041
H 0.5763 4.0172 4.9395
H 2.0751 4.4520 4.1142
H 4.0800 3.6964 6.2848
H 4.2103 3.1434 4.6094
H 4.2205 1.9704 5.9235
H 2.5890 2.8290 2.7436
H 0.0692 2.6748 1.2637
H -3.2638 3.4769 -1.1992
H -4.9344 -0.0308 -0.1375
H -3.8344 -1.0389 -1.0734
H -5.4486 -0.6874 -1.6994
H -5.3145 2.3485 -0.7345
H -6.0744 1.6363 -2.1618
H -4.8926 2.9148 -2.3622
H -2.9502 -0.0774 -3.3495
H -3.3935 1.5639 -3.8160
H -4.6196 0.2837 -3.8013
H -2.7752 5.5686 -1.1926
H -2.4234 6.6473 0.1529
H -3.4360 5.2233 0.4130
H -0.1825 5.3315 -1.5135
H 0.8066 4.9228 -0.1045
H -0.0315 6.4755 -0.1715
H -1.9165 4.2820 2.2606
H -1.2504 5.9121 2.0986
H -0.1768 4.5203 2.0780
H 1.0484 0.3622 5.8574
H 0.9604 -3.2987 3.1625
H -0.4388 -2.4077 2.5298
H -0.6419 -3.5735 3.8575
H 1.8195 -2.7227 5.5219
H 0.1949 -3.1417 6.0724
H 0.9073 -1.5996 6.5266
H -1.5198 -0.6185 3.8472
H -1.0908 -0.3527 5.5375
H -1.8432 -1.8757 5.0557
C -1.9370 -3.9274 0.5250
C -0.5480 -4.3646 0.1863
C -0.2054 -5.7295 0.1830
C 1.0756 -6.1116 -0.0998
C 2.0371 -5.1298 -0.4204
C 3.3840 -5.3852 -0.7203
Br 4.0314 -7.1795 -0.7163
C 4.2739 -4.3715 -0.9893
C 3.8352 -3.0594 -0.9966
Br 5.0922 -1.6722 -1.2641
C 2.5002 -2.6941 -0.7626
O 2.0759 -1.4956 -0.8216
C 1.5998 -3.7780 -0.4334
N 0.3349 -3.4317 -0.1117
H -2.1200 -4.0241 1.5939
H -2.6679 -4.5435 0.0063
H -2.0657 -2.8797 0.2462
H -0.9600 -6.4611 0.4255
H 1.3600 -7.1560 -0.1010
H 5.3104 -4.5931 -1.2009
O -0.5278 0.0720 1.2074
C 0.4911 1.5160 -0.5356
C 0.5651 1.6597 -2.0125
C 1.0576 2.8766 -2.4926
C 1.0706 3.1896 -3.8362
C 0.5077 2.3058 -4.7408
C 0.0856 1.0693 -4.2949
C 0.1708 0.6902 -2.9557
P 0.1098 -1.1250 -2.5729
C 1.6333 -1.5650 -3.5192
C 1.7622 -2.8933 -3.9189
C 2.8852 -3.3210 -4.5993
C 3.9177 -2.4340 -4.8558
C 3.8351 -1.1344 -4.3860
C 2.7045 -0.7031 -3.7161
C -1.0590 -1.8340 -3.8079
C -0.8025 -1.9179 -5.1755
C -1.7140 -2.5128 -6.0286
C -2.8647 -3.0948 -5.5262
C -3.1036 -3.0656 -4.1634
C -2.2122 -2.4354 -3.3166
H 1.4628 3.5734 -1.7746
H 1.4986 4.1214 -4.1746
H 0.4274 2.5641 -5.7885
H -0.3172 0.3694 -5.0084
H 0.9576 -3.5901 -3.7087
H 2.9573 -4.3496 -4.9275
H 4.7953 -2.7621 -5.3945
H 4.6617 -0.4548 -4.5259
H 2.6634 0.3047 -3.3294
H 0.1289 -1.5532 -5.5813
H -1.5215 -2.5178 -7.0937
H -3.5692 -3.5693 -6.1952
H -3.9939 -3.5274 -3.7604
H -2.4025 -2.3891 -2.2552
```

As for the HOMO-LUMO gap: 6.11 eV. The net charge is -1.